Below is a structure of composition C28H57N10O7S2SiV at a distorted geometry, with properties calculated with ωB97M-V with the def2-TZVPD basis set.

The geometry in XYZ format:
```
106
Properties=species:S:1:pos:R:3:lowdin_charge:R:1
V -1.96361 -2.22736 0.53577 0.66
N -2.13044 -0.11961 -0.09015 -0.02
C -2.23404 1.11060 0.71465 -0.20
C -0.94087 1.32603 1.51124 -0.17
N -0.50092 0.13027 2.20265 -0.17
C -1.08425 -0.09461 3.50558 -0.18
C -2.37083 -0.90931 3.46145 -0.21
N -2.17681 -2.15650 2.69949 -0.04
C 0.89578 -0.24344 2.07708 -0.19
C 1.05685 -1.71068 1.68335 -0.20
N 0.23212 -2.00915 0.49189 -0.04
H -1.30351 -0.03038 -0.68539 -0.01
H -2.92230 -0.18840 -0.72136 0.07
H -3.09769 1.03429 1.37407 0.09
H -2.38023 1.99160 0.08277 0.12
H -1.09419 2.16388 2.20816 0.12
H -0.16528 1.60811 0.79589 0.08
H -1.28914 0.85947 4.01563 0.12
H -0.35985 -0.64041 4.12108 0.12
H -3.16935 -0.34952 2.97808 0.09
H -2.69418 -1.11701 4.48654 0.12
H -3.07707 -2.64235 2.71575 0.04
H -1.51520 -2.75463 3.18420 0.09
H 1.45574 -0.05423 3.00427 0.11
H 1.35749 0.35124 1.28842 0.07
H 0.76352 -2.37489 2.50410 0.10
H 2.11522 -1.87156 1.46678 0.09
H 0.60933 -2.84642 0.05634 0.07
H 0.42039 -1.25932 -0.19523 -0.04
C -6.22026 3.75415 -0.12737 -0.06
C -5.97106 2.29519 0.16417 -0.28
C -5.98871 1.81478 1.46850 -0.05
C -5.78231 0.46711 1.73819 -0.07
C -5.55137 -0.41758 0.69771 -0.27
C -5.53240 0.04602 -0.61406 -0.06
C -5.73836 1.39203 -0.87398 -0.04
S -5.27360 -2.15540 1.02167 0.56
O -6.45250 -2.83645 0.53557 -0.31
O -5.03251 -2.19358 2.45410 -0.34
N -3.97982 -2.55135 0.22224 -0.29
C -4.21742 -3.29767 -1.03459 -0.18
C -3.00072 -3.22268 -1.95382 -0.65
O -3.00308 -3.87738 -2.98822 0.02
O -2.00849 -2.49132 -1.53426 -0.17
H -5.84885 4.38594 0.68057 0.07
H -7.29042 3.94751 -0.23572 0.08
H -5.73470 4.05651 -1.05512 0.07
H -6.15641 2.50723 2.28717 0.11
H -5.79588 0.08847 2.75356 0.11
H -5.34775 -0.64684 -1.42923 0.12
H -5.71274 1.75093 -1.89755 0.11
H -5.08552 -2.93876 -1.58726 0.11
H -4.41061 -4.35788 -0.85427 0.11
N -0.43993 -4.70366 -1.16441 0.15
N -1.32579 -5.04114 -0.14805 -0.23
N -1.68943 -6.27724 0.07430 0.12
C -2.39035 -6.14884 1.19579 -0.21
N -2.44283 -4.89845 1.64409 0.07
N -1.75065 -4.16919 0.76502 -0.07
H -0.54724 -5.42775 -1.86494 0.10
H -0.79799 -3.82491 -1.56897 0.06
H -2.87030 -6.97828 1.68622 0.10
C 1.45117 3.93422 -1.45282 -0.05
C 2.53220 3.75710 -0.38809 -0.66
C 3.83863 4.39158 -0.86807 -0.03
C 2.08113 4.40629 0.91392 -0.04
O 2.76662 2.38398 -0.07969 -0.17
Si 2.77997 1.02574 -1.04596 -0.17
S 0.94549 0.37571 -1.66371 0.40
O 3.46266 -0.10290 -0.03577 -0.17
C 4.67062 -0.10085 0.72532 -0.64
C 5.65294 0.99362 0.30093 -0.03
C 4.29446 0.10593 2.19173 -0.03
C 5.31594 -1.46719 0.53257 -0.03
O 3.85325 1.42200 -2.25333 -0.18
C 4.09237 0.80713 -3.52385 -0.66
C 3.05973 1.30781 -4.52940 -0.05
C 4.03979 -0.71616 -3.42681 -0.04
C 5.48692 1.24936 -3.94765 -0.04
H 1.20917 4.99521 -1.55877 0.08
H 0.55147 3.38150 -1.17847 0.06
H 1.79069 3.54715 -2.41751 0.08
H 3.67206 5.42828 -1.17478 0.08
H 4.22639 3.82127 -1.71367 0.07
H 4.58484 4.37266 -0.06841 0.08
H 1.92271 5.47923 0.77541 0.08
H 2.83971 4.25683 1.68649 0.08
H 1.14727 3.94917 1.25082 0.08
H 5.23219 1.97963 0.50727 0.08
H 5.85591 0.93085 -0.76905 0.07
H 6.58988 0.88038 0.85127 0.09
H 3.64636 0.98224 2.27104 0.08
H 5.18851 0.26533 2.80083 0.08
H 3.75606 -0.76179 2.58112 0.07
H 5.64814 -1.58280 -0.50188 0.08
H 4.59032 -2.25443 0.74889 0.08
H 6.17978 -1.58272 1.19309 0.08
H 2.05896 1.03419 -4.19163 0.04
H 3.24005 0.87106 -5.51594 0.08
H 3.11789 2.39770 -4.60787 0.08
H 3.02995 -1.04443 -3.16996 0.06
H 4.72117 -1.06614 -2.64664 0.07
H 4.33000 -1.16341 -4.38103 0.09
H 5.55067 2.34024 -3.93842 0.08
H 5.71156 0.88907 -4.95461 0.08
H 6.23773 0.85508 -3.25701 0.08
```

Values from the calculation:
Relative energy (zero: lowest compared OMol25 entry of this formula, charge and spin): 0.344 eV
Total charge: -1
F_max: 0.0552 Eh/bohr
Expectation value of S²: 3.762
Multiplicity: 4



Below is a cluster of 4 separate species, C28H57N3O7 in total at a distorted geometry, with properties calculated with ωB97M-V with the def2-TZVPD basis set.

The geometry in XYZ format:
```
95
Properties=species:S:1:pos:R:3:lowdin_charge:R:1
C -0.90262 5.02422 -3.80326 -0.14
C -0.80092 4.49861 -2.27590 -0.25
C -1.11090 2.91482 -2.20297 -0.16
C -1.21147 2.35837 -0.71141 -0.17
O -0.10396 1.51895 -0.29265 -0.09
C -0.02226 0.32782 -1.04850 -0.14
C 1.02560 0.15497 -1.97350 -0.06
C 2.16608 1.22106 -2.25293 -0.03
C 3.52540 0.60842 -1.59712 -0.59
N 4.24154 -0.16863 -2.63487 0.08
N 3.10426 -0.34882 -0.50815 0.06
N 4.36335 1.67340 -0.97917 0.06
C 1.09523 -1.22990 -2.77669 -0.27
O 1.36702 -1.29289 -3.98865 0.05
C 0.73602 -2.51899 -1.89420 0.06
C -0.31960 -2.34505 -0.96301 -0.11
C -0.70825 -3.55371 -0.01508 -0.15
C -0.35497 -3.24362 1.54127 -0.17
C -1.77291 -3.26509 2.32349 -0.22
C -1.65224 -2.80254 3.85049 -0.23
C -1.43277 -1.21666 3.94582 -0.21
C -1.78423 -0.76977 5.46281 -0.20
C -0.93224 0.54022 5.86198 -0.20
C -0.17039 0.33391 7.25939 -0.16
C 1.41836 0.41385 6.95735 -0.23
O 2.13939 0.82759 8.15202 -0.23
C 2.46683 2.22312 7.99987 -0.14
C -1.02616 -0.90486 -0.90508 -0.19
O -2.25839 -0.80344 -0.78876 0.06
H -0.13404 4.50686 -4.47981 0.08
H -0.75584 6.14534 -3.88423 0.07
H -1.93103 4.76328 -4.22676 0.07
H 0.25351 4.74749 -1.91993 0.10
H -1.59000 5.10238 -1.70444 0.11
H -2.16235 2.80866 -2.65776 0.11
H -0.41201 2.33765 -2.88512 0.11
H -2.17932 1.77196 -0.62720 0.12
H -1.28321 3.22453 0.02724 0.13
H 2.26601 1.29489 -3.39062 0.13
H 1.97805 2.22697 -1.76664 0.11
H 4.48381 -1.10682 -2.28922 0.07
H 3.67687 -0.32084 -3.47647 0.06
H 2.81468 0.16147 0.33744 0.09
H 3.87871 -0.97259 -0.24539 0.08
H 3.72125 2.17197 -0.33881 0.07
H 5.02768 1.16919 -0.36144 0.05
H 1.32339 -3.47726 -2.00206 0.12
H -0.15443 -4.48008 -0.36621 0.11
H -1.83841 -3.72475 -0.11373 0.12
H 0.05413 -2.17416 1.61354 0.11
H 0.37509 -4.00687 1.95709 0.11
H -2.09688 -4.36497 2.31053 0.11
H -2.53264 -2.62341 1.75242 0.11
H -2.65363 -3.02862 4.35379 0.11
H -0.82164 -3.37423 4.37019 0.11
H -0.35011 -0.96827 3.67480 0.11
H -2.19346 -0.70894 3.27151 0.12
H -1.52526 -1.67121 6.12589 0.10
H -2.88616 -0.52047 5.59689 0.11
H -1.55099 1.49980 5.83073 0.11
H -0.13687 0.66436 5.04809 0.09
H -0.33574 -0.71264 7.69560 0.11
H -0.48329 1.08381 8.06259 0.12
H 1.78415 -0.60301 6.58100 0.13
H 1.65531 1.16161 6.11866 0.11
H 2.57273 2.64712 9.06017 0.10
H 1.63141 2.83435 7.50229 0.10
H 3.46690 2.39149 7.48027 0.10
C -5.69596 1.46179 -2.88351 -0.09
C -5.36218 1.19880 -4.33905 -0.32
O -3.95173 1.20963 -4.52753 -0.09
H -5.29238 2.42680 -2.56614 0.07
H -6.77684 1.46202 -2.72423 0.07
H -5.24585 0.70022 -2.23963 0.07
H -5.79462 1.97252 -4.97620 0.11
H -5.75324 0.22815 -4.66117 0.10
H -3.57790 0.51730 -3.96750 0.07
C 8.87620 0.60399 -1.81739 -0.09
C 8.43997 0.11340 -0.45114 -0.31
O 7.01933 0.05874 -0.37782 -0.11
H 8.46251 1.59494 -2.01854 0.08
H 9.96541 0.65613 -1.88411 0.07
H 8.50736 -0.06124 -2.60324 0.07
H 8.79144 0.79162 0.32853 0.11
H 8.84185 -0.88440 -0.24794 0.11
H 6.71602 -0.54922 -1.06415 0.07
C -4.71120 -3.43203 -4.74426 -0.09
C -5.98902 -3.06003 -4.01787 -0.33
O -7.03660 -2.83310 -4.95388 -0.09
H -4.41814 -2.63768 -5.43527 0.08
H -3.89555 -3.60341 -4.03768 0.07
H -4.85509 -4.33727 -5.34118 0.07
H -5.84746 -2.14411 -3.44048 0.10
H -6.29551 -3.85632 -3.33187 0.11
H -7.16199 -3.64858 -5.45424 0.08
```

Values from the calculation:
Relative energy (zero: lowest compared OMol25 entry of this formula, charge and spin): 4.812 eV
F_max: 0.0658 Eh/bohr
Multiplicity: 1